{
  "formula": "C27H32ClF7O25S",
  "method": "the ωB97M-V functional and the def2-TZVPD basis",
  "mol_weight_g_mol": 957.03,
  "total_energy_ha": -4486.5606,
  "orbital_gap_ha": 0.3964,
  "e_lumo_ev": -0.20,
  "elements": ["C", "C", "C", "C", "O", "S", "O", "O", "C", "C", "O", "Cl", "H", "H", "H", "H", "H", "H", "H", "H", "H", "H", "H", "C", "C", "O", "C", "O", "O", "F", "H", "H", "H", "C", "C", "O", "C", "O", "O", "F", "H", "H", "H", "C", "C", "O", "C", "O", "O", "F", "H", "H", "H", "C", "C", "O", "C", "O", "O", "F", "H", "H", "H", "C", "C", "O", "C", "O", "O", "F", "H", "H", "H", "C", "C", "O", "C", "O", "O", "F", "H", "H", "H", "C", "C", "O", "C", "O", "O", "F", "H", "H", "H"],
  "coordinates": [[2.107, -0.797, -1.764], [2.728, 0.321, -0.911], [3.338, -0.219, 0.417], [1.768, 1.486, -0.698], [0.408, 1.053, -0.327], [-0.653, 2.091, -0.950], [-0.795, 1.782, -2.359], [-1.946, 1.461, -0.166], [-2.039, 0.143, 0.324], [-1.976, -0.965, -0.709], [-2.551, -1.013, -1.734], [-0.993, -2.323, -0.138], [1.650, -1.549, -1.122], [2.876, -1.296, -2.362], [1.320, -0.414, -2.422], [3.532, 0.765, -1.514], [3.280, -1.311, 0.420], [4.377, 0.088, 0.540], [2.732, 0.121, 1.256], [2.142, 2.131, 0.104], [1.729, 2.074, -1.618], [-3.055, 0.069, 0.738], [-1.332, -0.043, 1.135], [0.317, 5.725, -3.497], [0.844, 4.864, -4.627], [2.133, 4.496, -4.144], [2.084, 4.498, -2.792], [2.884, 3.976, -2.080], [0.976, 5.134, -2.359], [0.982, 5.556, -5.779], [0.630, 6.760, -3.608], [-0.760, 5.682, -3.373], [0.267, 3.960, -4.824], [-1.722, 1.594, -5.503], [-1.719, 0.248, -6.191], [-1.165, 0.554, -7.457], [-0.366, 1.649, -7.320], [0.423, 2.020, -8.119], [-0.599, 2.241, -6.121], [-2.966, -0.255, -6.359], [-2.634, 2.148, -5.737], [-1.584, 1.538, -4.431], [-1.101, -0.508, -5.704], [-0.819, -2.415, 3.786], [-1.001, -1.041, 4.399], [0.335, -0.574, 4.514], [1.075, -1.189, 3.556], [2.159, -0.837, 3.214], [0.399, -2.228, 3.036], [-1.574, -1.073, 5.618], [-0.675, -3.178, 4.544], [-1.630, -2.712, 3.129], [-1.554, -0.333, 3.778], [-3.791, -4.425, -1.119], [-4.133, -5.760, -1.745], [-4.547, -6.517, -0.621], [-5.022, -5.657, 0.323], [-5.641, -5.978, 1.280], [-4.679, -4.387, 0.005], [-3.061, -6.358, -2.313], [-2.763, -4.409, -0.762], [-3.962, -3.574, -1.773], [-4.943, -5.730, -2.475], [0.940, 10.225, -0.722], [-0.481, 10.442, -0.238], [-1.244, 10.049, -1.366], [-0.515, 9.152, -2.077], [-0.940, 8.454, -2.937], [0.770, 9.156, -1.657], [-0.740, 11.736, 0.051], [1.308, 11.110, -1.242], [1.635, 9.938, 0.061], [-0.770, 9.827, 0.616], [-2.395, -7.342, 3.629], [-2.175, -7.809, 5.055], [-1.668, -6.637, 5.680], [-2.139, -5.565, 5.001], [-2.106, -4.440, 5.385], [-2.663, -5.947, 3.818], [-1.259, -8.796, 5.144], [-1.483, -7.461, 3.043], [-3.227, -7.823, 3.125], [-3.081, -8.120, 5.578], [4.622, -2.001, 5.006], [5.105, -2.794, 3.809], [6.264, -3.427, 4.317], [6.120, -3.563, 5.667], [6.793, -4.253, 6.353], [5.086, -2.803, 6.098], [5.446, -2.010, 2.762], [5.100, -1.022, 5.043], [3.546, -1.882, 5.045], [4.407, -3.556, 3.460]],
  "mulliken_charge": [-1.16, 0.83, -1.26, -0.74, -0.06, 0.49, -0.45, -0.32, -0.47, 0.84, -0.46, -0.23, 0.19, 0.40, 0.15, 0.36, 0.28, 0.31, 0.26, 0.32, 0.04, 0.38, 0.12, -0.41, 0.96, -0.34, 0.75, -0.57, -0.31, -0.31, 0.19, 0.29, -0.15, 0.01, 0.36, -0.36, 0.56, -0.49, -0.22, -0.29, 0.24, -0.03, 0.30, -0.22, 0.39, -0.36, 0.74, -0.60, -0.27, -0.30, 0.18, 0.29, 0.20, -0.20, 0.33, -0.33, 0.63, -0.51, -0.31, -0.28, 0.08, 0.31, 0.28, -0.39, 0.27, -0.32, 0.70, -0.49, -0.30, -0.28, 0.28, 0.26, 0.28, -0.43, 0.30, -0.29, 0.59, -0.59, -0.19, -0.29, 0.28, 0.29, 0.31, -0.08, 0.42, -0.34, 0.59, -0.49, -0.35, -0.28, 0.26, -0.03, 0.28]
}

---

{
  "formula": "CH4O3",
  "method": "the ωB97M-V functional and the def2-TZVPD basis",
  "de_lowest_kcal_mol": 16.6,
  "mol_weight_g_mol": 64.04,
  "total_energy_ha": -266.2096,
  "orbital_gap_ha": 0.4118,
  "e_lumo_ev": 0.29,
  "smiles": "O=CO.O",
  "elements": ["O", "C", "O", "H", "H", "O", "H", "H"],
  "coordinates": [[-0.067, 0.801, 1.065], [0.704, 1.708, 0.710], [0.450, 2.566, -0.228], [1.681, 1.907, 1.193], [1.294, 3.072, -0.376], [-1.632, -3.486, -1.044], [-1.201, -2.602, -1.035], [-1.229, -3.966, -0.285]],
  "mulliken_charge": [-0.49, 0.30, -0.37, 0.19, 0.37, -0.65, 0.33, 0.32]
}

---

{
  "formula": "C5H10O",
  "method": "the ωB97M-V functional and the def2-TZVPD basis",
  "de_lowest_kcal_mol": 51.1,
  "mol_weight_g_mol": 86.13,
  "total_energy_ha": -271.6712,
  "orbital_gap_ha": 0.3399,
  "e_lumo_ev": 0.84,
  "smiles": "C/C=C/O.C=C",
  "elements": ["C", "C", "C", "O", "H", "H", "H", "H", "H", "H", "C", "C", "H", "H", "H", "H"],
  "coordinates": [[-0.288, -1.522, 0.193], [0.735, -0.546, -0.330], [1.728, -0.164, 0.461], [2.774, 0.612, 0.046], [0.261, -2.328, 0.695], [-0.999, -1.092, 0.911], [-0.871, -1.968, -0.618], [0.707, -0.217, -1.367], [1.714, -0.443, 1.516], [3.467, 0.545, 0.711], [-2.078, 0.840, -0.475], [-1.037, 1.591, -0.128], [-2.277, 0.560, -1.509], [-2.745, 0.412, 0.269], [-0.775, 1.770, 0.914], [-0.347, 2.005, -0.857]],
  "mulliken_charge": [-1.24, -0.12, -0.15, -0.48, 0.41, 0.22, 0.32, 0.42, 0.29, 0.34, -0.58, -0.52, 0.26, 0.32, 0.24, 0.27]
}

---

{
  "formula": "C7H10",
  "method": "the ωB97M-V functional and the def2-TZVPD basis",
  "de_lowest_kcal_mol": 117.5,
  "mol_weight_g_mol": 94.16,
  "total_energy_ha": -272.5307,
  "orbital_gap_ha": 0.3234,
  "e_lumo_ev": 0.97,
  "elements": ["C", "C", "C", "C", "C", "C", "C", "H", "H", "H", "H", "H", "H", "H", "H", "H", "H"],
  "coordinates": [[1.276, -0.469, 1.019], [1.309, 0.696, 0.062], [1.234, -1.111, -0.345], [-0.155, -0.692, -0.933], [-1.428, -0.773, -0.048], [-1.324, 0.746, 0.258], [-0.057, 0.821, -0.623], [2.204, -0.623, 1.571], [0.404, -0.526, 1.667], [2.017, 1.508, 0.239], [1.905, 0.055, -0.817], [-0.284, -1.025, -1.964], [-1.373, -1.445, 0.814], [-2.320, -1.040, -0.623], [-2.162, 1.330, -0.133], [-1.180, 1.017, 1.309], [-0.067, 1.533, -1.451]],
  "mulliken_charge": [-0.61, -0.26, -0.58, 0.11, -0.75, -0.81, -0.09, 0.30, 0.10, 0.50, 0.10, 0.42, 0.29, 0.29, 0.29, 0.29, 0.42]
}